Entry 1:
ORCA calculation (wB97M-V/def2-TZVPD) on the molecule C4H11NO2.

Atoms and positions in Å:
C1 0.4064 -0.4345 -2.5116
O1 -0.6653 -0.5783 -1.6239
C2 -0.6789 0.5280 -0.2965
N1 0.1871 -0.2256 0.4703
C3 -0.3928 -1.4487 1.0126
C4 0.1105 1.0931 1.6861
O2 1.0755 2.0209 1.3451
H1 1.1460 -1.2358 -2.3785
H2 0.0357 -0.4790 -3.5460
H3 0.9363 0.5288 -2.4164
H4 -0.2714 1.4406 -0.7288
H5 -1.7448 0.5204 -0.0571
H6 -1.4759 -1.4012 1.1651
H7 -0.1653 -2.2739 0.3359
H8 0.0809 -1.6844 1.9723
H9 -0.8371 1.5905 1.8959
H10 0.3852 0.5201 2.5729
H11 1.8679 1.5189 1.1028

Frontier orbital gap, eV: 9.71
SMILES: COCN(C)CO
2S+1: 1
Charge: 0
E, hartree: -364.10626


Entry 2:
ORCA calculation (wB97M-V/def2-TZVPD) on a cluster of 2 separate species, C4H11NO2 in total.

Atoms and positions in Å:
C1 -2.0840 1.0480 -0.3675
C2 -0.9306 0.8277 0.6203
N1 -0.0773 -0.3029 0.1390
C3 1.2117 -0.5168 0.4376
C4 1.8702 0.3525 1.4739
O1 1.9337 -1.4289 0.0146
H1 -2.2098 0.0845 -0.8997
H2 -1.7957 1.8058 -1.1583
H3 -2.9183 1.4814 0.2023
H4 -0.5684 1.8259 0.7301
H5 -1.3320 0.4862 1.6219
H6 -0.5339 -1.1621 0.2220
H7 2.0603 1.3613 1.2016
H8 1.2050 0.3536 2.2768
H9 2.8355 -0.2877 1.5811
O2 0.0285 -2.0838 -2.7159
H10 0.8826 -2.6977 -2.6114
H11 0.4224 -1.1471 -2.7685

Frontier orbital gap, eV: 10.34
SMILES: CCNC(C)=O.O
2S+1: 1
Charge: 0
E, hartree: -364.20212


Entry 3:
ORCA calculation (wB97M-V/def2-TZVPD) on a structure of composition C4H11NO2.

Atoms and positions in Å:
C1 -0.5147 -0.0531 0.2975
C2 -0.0070 -1.1258 -0.5172
C3 -1.6429 0.7735 -0.2705
C4 0.9872 1.1658 0.4562
N1 0.6620 -2.1468 0.0738
O1 -0.7061 -0.4565 1.6354
O2 1.1842 0.1716 -1.4946
H1 -0.6180 0.3259 2.2014
H2 1.5420 0.5816 -2.2986
H3 -0.4137 -1.2997 -1.5008
H4 1.0814 -1.9868 0.9778
H5 0.6802 -3.0753 -0.3174
H6 -1.4050 1.0696 -1.2924
H7 -2.5905 0.2260 -0.2459
H8 -1.7826 1.6817 0.3242
H9 1.6900 0.5214 0.9745
H10 1.4632 1.8959 -0.1882
H11 0.3905 1.7310 1.1848

Frontier orbital gap, eV: 8.64
2S+1: 1
Charge: 0
E, hartree: -364.08526


Entry 4:
ORCA calculation (wB97M-V/def2-TZVPD) on the molecule C4H11NO2.

Atoms and positions in Å:
N1 -0.7010 0.4350 1.2453
C1 -0.5987 -0.0189 -0.1810
C2 -1.1936 -1.4228 -0.2605
O1 -2.5984 -1.4110 0.0811
C3 0.8669 -0.1042 -0.6279
C4 1.7654 0.9402 0.0467
O2 1.5251 2.2054 -0.5904
H1 0.0078 -0.0676 1.7735
H2 -1.5737 0.0083 1.5536
H3 -1.2123 0.7402 -0.6819
H4 -0.7301 -2.0497 0.5005
H5 -1.1298 -1.8430 -1.2749
H6 -3.0058 -0.8776 -0.6098
H7 1.0724 -0.0298 -1.6961
H8 1.2943 -1.0696 -0.3377
H9 2.8107 0.6532 -0.1305
H10 1.6849 1.0447 1.1246
H11 1.7162 2.8673 0.0654

Frontier orbital gap, eV: 10.43
SMILES: N[C@H](CO)CCO
2S+1: 1
Charge: 0
E, hartree: -364.21118


Entry 5:
ORCA calculation (wB97M-V/def2-TZVPD) on a cluster of 2 separate species, C4H11NO2 in total.

Atoms and positions in Å:
C1 -2.1931 -0.5032 -0.1939
C2 -1.9282 -0.2727 -1.6449
N1 -0.7367 -0.8168 -2.0533
O1 -2.5234 0.5049 -2.3557
H1 -1.3730 -0.5421 0.5080
H2 -2.5677 -1.5034 0.0414
H3 -2.9450 0.1044 0.2319
H4 -0.4803 -0.6350 -3.0101
H5 -0.2253 -1.5552 -1.6217
C3 1.2690 -0.2625 1.4339
C4 2.2624 0.8817 1.0710
O2 1.6686 1.7511 0.1211
H6 0.8997 -0.0280 2.4317
H7 1.6642 -1.2550 1.2516
H8 0.3822 -0.1404 0.8261
H9 2.6044 1.3631 1.9826
H10 3.0451 0.4186 0.4873
H11 1.1771 2.4904 0.4931

Frontier orbital gap, eV: 10.68
SMILES: CC(N)=O.CCO
2S+1: 1
Charge: 0
E, hartree: -364.22207


Entry 6:
ORCA calculation (wB97M-V/def2-TZVPD) on a cluster of 2 separate species, C4H11NO2 in total.

Atoms and positions in Å:
C1 -1.6920 1.8659 -0.5113
C2 -1.6102 0.3504 -0.4379
N1 -0.8659 -0.3216 0.6918
C3 0.4401 0.0585 0.9090
C4 1.1780 0.2926 -0.4659
O1 1.0804 0.1682 1.9301
H1 -2.7458 2.1010 -0.7942
H2 -0.9665 2.2389 -1.2185
H3 -1.5692 2.4462 0.3994
H4 -2.5507 -0.1876 -0.3269
H5 -1.4059 -0.0373 -1.4406
H6 -1.3808 -0.3958 1.5625
H7 0.9247 1.2875 -0.8206
H8 2.2089 0.3706 -0.1251
H9 0.9500 -0.6008 -1.0336
O2 2.4523 -3.5303 0.4479
H10 3.4101 -3.4490 0.5152
H11 2.1426 -2.6575 0.7188

Frontier orbital gap, eV: 10.53
SMILES: CCNC(C)=O.O
2S+1: 1
Charge: 0
E, hartree: -364.22522


Entry 7:
ORCA calculation (wB97M-V/def2-TZVPD) on the molecule C4H11NO2.

Atoms and positions in Å:
C1 2.6115 0.0061 1.0346
N1 1.2379 0.4118 1.3082
O1 0.4204 -0.4149 0.4179
C2 -0.2368 0.4092 -0.5632
C3 -1.3987 1.1828 0.0554
O2 -0.6574 -0.3704 -1.6930
C4 -1.6250 -1.3638 -1.3893
H1 2.7361 -1.0787 1.1132
H2 2.9146 0.3287 0.0335
H3 3.2836 0.4798 1.7561
H4 0.9587 0.0507 2.2228
H5 0.4917 1.1233 -0.9660
H6 -2.0542 0.5187 0.6289
H7 -1.0346 1.9420 0.7549
H8 -2.0001 1.6725 -0.7166
H9 -1.7325 -2.0107 -2.2645
H10 -1.3176 -1.9824 -0.5414
H11 -2.5977 -0.9046 -1.1915

Frontier orbital gap, eV: 10.67
SMILES: CNO[C@H](C)OC
2S+1: 1
Charge: 0
E, hartree: -364.15510


Entry 8:
ORCA calculation (wB97M-V/def2-TZVPD) on a cluster of 2 separate species, C4H11NO2 in total.

Atoms and positions in Å:
C1 1.8879 0.2857 1.2161
C2 0.8751 -0.3360 2.2473
O1 -0.1216 0.2968 2.3614
O2 1.1567 -1.5365 2.8386
H1 1.3679 0.8272 0.2794
H2 2.6499 -0.3555 0.8373
H3 2.4880 1.1423 1.7840
H4 0.4630 -2.0833 2.8865
C3 -0.1384 -0.3049 -3.0429
C4 -1.6772 0.0814 -2.7452
N1 -1.9786 1.4771 -2.1325
H5 0.0782 -0.5216 -4.1420
H6 0.1636 -1.0840 -2.4555
H7 0.4618 0.5797 -2.8028
H8 -2.1565 0.1265 -3.8199
H9 -2.1760 -0.7176 -2.2319
H10 -1.0431 1.8029 -1.8252
H11 -2.4125 1.5037 -1.2344

Frontier orbital gap, eV: 9.96
SMILES: CC(=O)O.CCN
2S+1: 1
Charge: 0
E, hartree: -364.17922